# 1
Below is an isolated molecule of CH3N3O2 in a non-equilibrium geometry, with properties calculated with wB97M-V/def2-TZVPD.

```
! RIJCOSX wB97M-V def2-TZVPD def2/J DEFGRID3
* xyz 0 1
H -1.551 -0.628 1.295
N -1.727 0.373 1.485
N -0.998 1.173 0.928
N 0.064 0.754 0.137
C 0.248 -0.482 -0.381
O -0.029 -1.583 -0.028
O 1.280 -0.079 -1.377
H 0.770 1.254 -0.607
H 1.944 -0.782 -1.452
*
```

Summary:
Maximum force   0.0775 hartree/bohr
E_LUMO   0.0124 hartree
E   -354.56477 Ha
Frontier orbital gap   10.2 eV
Structure (SMILES)   [H]/N=N\NC(=O)O
Highest occupied orbital energy   -9.9 eV

# 2
Below is an isolated molecule of CH3N3O2S in a non-equilibrium geometry, with properties calculated with wB97M-V/def2-TZVPD.

```
! RIJCOSX wB97M-V def2-TZVPD def2/J DEFGRID3
* xyz 0 1
C 0.401 -0.465 0.020
N -0.296 -1.517 0.146
N -0.330 0.667 0.268
N 1.803 -0.388 -0.116
O -2.591 1.155 -0.657
O -1.609 -1.171 0.211
S -2.063 0.430 0.450
H 0.167 1.614 0.262
H 2.357 0.278 0.471
H 2.162 -0.603 -1.056
*
```

Summary:
Maximum force   0.0634 hartree/bohr
E_LUMO   0.0111 hartree
E   -752.74870 Ha
Frontier orbital gap   9.4 eV
Highest occupied orbital energy   -9.1 eV

# 3
Below is CH3N3O6P2 as an isolated structure in a non-equilibrium geometry, with properties calculated with wB97M-V/def2-TZVPD.

```
! RIJCOSX wB97M-V def2-TZVPD def2/J DEFGRID3
* xyz -2 1
C -1.104 -0.124 -0.446
N -2.344 -0.362 -0.707
N -0.632 1.112 -1.016
N -0.343 -1.000 0.239
O 0.577 1.815 1.428
O 1.835 0.510 -0.433
O 1.886 -0.767 1.692
O -2.773 -1.655 -0.382
O 1.197 3.017 -0.796
O 1.962 -2.026 -0.545
P 0.747 1.751 -0.088
P 1.284 -0.903 0.141
H -1.409 1.701 -1.298
H 1.140 -0.847 2.292
H -2.022 -2.225 -0.080
*
```

Summary:
Maximum force   0.0518 hartree/bohr
E_LUMO   0.2397 hartree
E   -1338.56026 Ha
Frontier orbital gap   7.0 eV
Highest occupied orbital energy   -0.5 eV

# 4
Below is a 2-piece molecular cluster, CH3N3S overall in a non-equilibrium geometry, with properties calculated with wB97M-V/def2-TZVPD.

```
! RIJCOSX wB97M-V def2-TZVPD def2/J DEFGRID3
* xyz 0 1
N -2.855 0.943 -1.355
N -3.261 0.374 -0.475
S -3.719 -0.512 0.672
C 0.260 0.505 -0.607
N 0.183 -0.640 0.031
H 0.231 0.785 -1.665
H 0.007 1.363 0.097
H 0.440 -1.539 -0.439
*
```

Summary:
Maximum force   0.0738 hartree/bohr
E_LUMO   0.0223 hartree
E   -602.28091 Ha
Frontier orbital gap   10.5 eV
Structure (SMILES)   N#[N+][S-].C=N
Highest occupied orbital energy   -9.9 eV

# 5
Below is a 2-piece molecular cluster, CH3N3S overall in a non-equilibrium geometry, with properties calculated with wB97M-V/def2-TZVPD.

```
! RIJCOSX wB97M-V def2-TZVPD def2/J DEFGRID3
* xyz 0 1
N 0.990 -1.197 0.037
N 1.820 -0.381 -0.009
S 3.053 0.522 0.065
C -1.380 -0.086 0.165
N -0.717 1.001 0.123
H -1.593 -0.735 -0.631
H -1.965 -0.235 1.043
H -0.208 1.110 -0.793
*
```

Summary:
Maximum force   0.1409 hartree/bohr
E_LUMO   0.0037 hartree
E   -602.27883 Ha
Frontier orbital gap   10.0 eV
Structure (SMILES)   N#[N+][S-].C=N
Highest occupied orbital energy   -9.9 eV

# 6
Below is an isolated molecule of CH3N3S2 in a non-equilibrium geometry, with properties calculated with wB97M-V/def2-TZVPD.

```
! RIJCOSX wB97M-V def2-TZVPD def2/J DEFGRID3
* xyz 0 1
C 0.588 0.637 -0.557
N -0.243 0.240 -1.503
N 1.005 -0.018 0.431
N -1.863 -1.289 -0.034
S -1.104 -1.058 -1.509
S -2.084 -0.286 1.253
H 0.831 1.678 -0.613
H 1.669 0.425 1.039
H -2.164 -2.169 0.316
*
```

Summary:
Maximum force   0.0583 hartree/bohr
E_LUMO (alpha / beta)   -0.0553 / -0.0478 hartree
E   -1000.43327 Ha
Frontier orbital gap (alpha / beta)   7.3 / 7.4 eV
Highest occupied orbital energy (alpha / beta)   -8.8 / -8.7 eV

# 7
Below is CH3N3S2 as an isolated structure in a non-equilibrium geometry, with properties calculated with wB97M-V/def2-TZVPD.

```
! RIJCOSX wB97M-V def2-TZVPD def2/J DEFGRID3
* xyz 0 1
C -0.963 1.490 0.099
N 0.979 1.111 -0.007
N 1.504 0.097 0.031
N 1.221 -1.171 0.063
S -2.381 0.627 0.096
S -1.848 -1.327 0.023
H -0.879 2.556 -0.216
H 1.997 -1.744 -0.321
H 0.369 -1.639 0.232
*
```

Summary:
Maximum force   0.1080 hartree/bohr
E_LUMO (alpha / beta)   -0.0358 / -0.0358 hartree
E   -1000.35159 Ha
Frontier orbital gap (alpha / beta)   7.4 / 7.4 eV
Highest occupied orbital energy (alpha / beta)   -8.4 / -8.4 eV

# 8
Below is a 2-piece molecular cluster, CH3N4 overall in a non-equilibrium geometry, with properties calculated with wB97M-V/def2-TZVPD.

```
! RIJCOSX wB97M-V def2-TZVPD def2/J DEFGRID3
* xyz 1 1
C -0.040 -0.520 -1.811
N 0.079 0.085 1.412
N 0.567 -0.621 2.169
N 0.044 -0.743 -0.739
N -0.366 1.029 0.959
H 1.020 -1.533 2.088
H -0.160 -0.317 -2.784
H -1.162 1.078 0.242
*
```

Summary:
Maximum force   0.1136 hartree/bohr
E_LUMO   -0.2241 hartree
E   -258.48608 Ha
Frontier orbital gap   11.1 eV
Highest occupied orbital energy   -17.2 eV